Molecular formula: C3H12NO3
Method: DFT, wB97M-V/def2-TZVPD

The geometry in XYZ format:
```
19
Properties=species:S:1:pos:R:3
C 1.26 0.80 1.81
N 0.54 1.84 1.09
C -0.87 1.57 0.93
C -1.24 0.43 -0.06
O -0.60 0.64 -1.27
H 2.32 1.02 1.67
H 1.12 -0.22 1.42
H 1.03 0.87 2.88
H 1.00 1.98 0.20
H -1.34 2.45 0.47
H -1.31 1.31 1.88
H -2.31 0.60 -0.19
H -1.09 -0.57 0.36
H 1.15 -1.16 -2.35
H -0.17 -0.29 -1.61
O 0.27 -1.50 -2.15
H 1.06 -2.30 0.35
H 0.09 -2.36 -0.77
O 0.35 -2.88 0.07
```

Total charge = -1
Orbital gap = 0.309 hartree
F_max = 1.4 eV/A
E = -401.98844 Eh
Molar mass = 110.13 g mol⁻¹
Relative energy (zero: lowest compared OMol25 entry of this formula, charge and spin) = 0.741 eV

Molecular formula: C2F6O6S2Sn
Method: DFT, wB97M-V/def2-TZVPD

The geometry in XYZ format:
```
17
Properties=species:S:1:pos:R:3
Sn -2.12 -0.78 -2.45
C 1.90 -3.53 -0.39
F 1.03 -4.01 0.49
F 3.15 -3.95 -0.05
F 1.62 -4.01 -1.62
S 1.81 -1.60 -0.59
O 2.00 -1.02 0.77
O 2.93 -1.25 -1.48
O 0.50 -1.31 -1.22
C -2.17 3.54 0.82
F -2.25 3.82 2.06
F -3.33 3.18 0.32
F -1.63 4.53 0.10
S -1.01 1.85 0.80
O -1.34 1.15 -0.43
O 0.35 2.32 0.92
O -1.43 1.06 1.95
```

Orbital gap = 0.143 hartree
F_max = 4.9 eV/A
E = -2137.32078 Eh
Molar mass = 416.85 g mol⁻¹
Relative energy (zero: lowest compared OMol25 entry of this formula, charge and spin) = 1.137 eV

Molecular formula: C20H10Cl2F6InN5O6S2Te4
Method: DFT, wB97M-V/def2-TZVPD

The geometry in XYZ format:
```
56
Properties=species:S:1:pos:R:3
In -0.03 -0.04 0.23
Cl 2.07 -6.40 1.80
C 2.07 -4.74 1.29
C 0.91 -4.20 0.78
C 0.88 -2.88 0.33
N -0.27 -2.21 -0.10
C -1.27 -2.92 -0.67
O -1.19 -4.08 -1.07
C -2.59 -2.21 -0.85
C -3.40 -2.57 -1.93
C -4.60 -1.91 -2.10
C -4.99 -0.97 -1.15
C -4.13 -0.70 -0.10
N -2.94 -1.29 0.04
C 2.06 -2.12 0.37
C 3.21 -2.66 0.93
C 3.22 -3.96 1.38
Cl 4.70 -4.61 2.05
N 1.96 -0.81 -0.13
C 3.04 -0.25 -0.70
O 4.09 -0.81 -0.98
C 2.92 1.22 -1.06
C 3.69 1.71 -2.11
C 3.63 3.06 -2.38
C 2.89 3.88 -1.54
C 2.20 3.30 -0.49
N 2.17 1.99 -0.28
H 0.02 -4.80 0.71
H -3.04 -3.32 -2.62
H -5.24 -2.12 -2.95
H -5.91 -0.42 -1.26
H -4.37 0.05 0.64
H 4.10 -2.06 1.00
H 4.30 1.02 -2.68
H 4.16 3.48 -3.23
H 2.82 4.95 -1.70
H 1.62 3.91 0.20
F -2.15 3.52 3.18
C -1.64 3.85 1.98
F -2.56 4.56 1.33
F -0.59 4.66 2.21
S -1.16 2.34 0.95
O -0.71 3.23 -0.15
O -2.49 1.77 1.04
N 0.08 1.91 2.03
S -0.32 0.78 3.11
O -1.02 -0.34 2.46
O -0.82 1.29 4.35
C 1.37 0.08 3.56
F 1.23 -1.21 3.83
F 1.83 0.70 4.64
F 2.25 0.23 2.58
Te -2.51 2.35 -4.09
Te -3.06 3.39 -6.57
Te -5.20 2.14 -4.30
Te -1.30 1.24 -1.77
```

Total charge = -2
Orbital gap (spin up / spin down) = 0.193 / 0.184 hartree
F_max = 6.1 eV/A
E = -5071.62584 Eh
Molar mass = 1290.57 g mol⁻¹
Relative energy (zero: lowest compared OMol25 entry of this formula, charge and spin) = 1.553 eV

Molecular formula: C35H34F10MnN5O
Method: DFT, wB97M-V/def2-TZVPD

The geometry in XYZ format:
```
86
Properties=species:S:1:pos:R:3
Mn 0.60 -0.90 0.00
C 3.44 0.31 -2.31
N 2.71 -0.51 -1.35
C 1.78 -1.42 -2.02
C 0.58 -0.69 -2.65
N -0.58 -1.21 -1.94
C -1.77 -1.13 -2.56
C -2.83 -1.99 -2.18
F -2.59 -2.91 -1.25
C -4.08 -1.97 -2.74
F -5.01 -2.85 -2.33
C -4.39 -1.10 -3.77
F -5.61 -1.09 -4.33
C -3.40 -0.24 -4.19
F -3.68 0.65 -5.14
C -2.15 -0.25 -3.60
F -1.31 0.74 -3.99
C 3.59 -1.19 -0.40
C 3.61 -0.41 0.88
N 2.25 -0.27 1.43
C 2.19 0.37 2.62
C 0.98 0.45 3.36
F -0.12 -0.16 2.87
C 0.80 1.08 4.57
F -0.40 1.06 5.15
C 1.85 1.72 5.19
F 1.69 2.34 6.37
C 3.05 1.70 4.55
F 4.09 2.33 5.10
C 3.23 1.07 3.32
F 4.48 1.22 2.82
H 3.98 -0.33 -3.04
H 4.17 0.93 -1.78
H 2.77 0.96 -2.86
H 1.33 -2.07 -1.23
H 2.28 -2.08 -2.73
H 0.54 -0.88 -3.73
H 0.71 0.39 -2.52
H 4.60 -1.30 -0.81
H 3.20 -2.19 -0.20
H 4.06 0.57 0.65
H 4.28 -0.91 1.59
C -4.51 1.69 -0.18
C -3.25 1.58 -1.04
C -2.15 2.55 -0.64
C -2.41 3.91 -0.79
C -1.45 4.87 -0.51
C -0.18 4.46 -0.12
C 0.14 3.11 0.02
C 1.56 2.75 0.39
C 2.60 3.44 -0.49
C -0.87 2.15 -0.19
N -0.61 0.77 0.06
C -1.52 0.15 0.75
C -1.74 -1.26 1.10
C -3.01 -1.57 1.58
C -3.07 -2.94 1.82
C -1.83 -3.45 1.51
N -1.01 -2.46 1.08
H -5.24 0.92 -0.48
H -4.99 2.67 -0.28
H -4.29 1.54 0.88
H -3.50 1.79 -2.08
H -2.89 0.56 -1.02
H -3.39 4.22 -1.14
H -1.68 5.92 -0.61
H 0.59 5.20 0.08
H 1.70 1.68 0.34
H 1.74 3.02 1.44
H 2.37 3.29 -1.55
H 3.59 3.03 -0.30
H 2.65 4.52 -0.31
H -2.32 0.75 1.17
H -3.80 -0.84 1.71
H -3.93 -3.51 2.17
H -1.47 -4.46 1.54
C 1.61 -4.57 -0.21
O 0.41 -3.87 -0.04
C 0.47 -2.70 0.82
C 1.12 -3.05 2.14
H 1.38 -5.45 -0.80
H 2.06 -4.89 0.73
H 2.36 -3.98 -0.76
H 2.20 -3.13 2.03
H 0.72 -3.99 2.54
H 0.93 -2.25 2.85
```

<S²> = 0.79
Total charge = -1
Orbital gap (spin up / spin down) = 0.251 / 0.249 hartree
F_max = 1.5 eV/A
Spin multiplicity = 2
E = -3852.61973 Eh
Molar mass = 785.61 g mol⁻¹
Relative energy (zero: lowest compared OMol25 entry of this formula, charge and spin) = 1.299 eV

Molecular formula: C12H19AlBClN3O
Method: DFT, wB97M-V/def2-TZVPD

The geometry in XYZ format:
```
38
Properties=species:S:1:pos:R:3
N -0.83 2.93 1.69
B -1.77 3.95 2.14
O -1.08 5.00 2.74
Al -3.98 4.00 2.00
Cl -4.37 4.18 -0.24
H -1.22 2.24 1.06
H 0.04 3.28 1.32
H -1.40 5.87 2.48
H -4.65 2.57 2.43
H -4.61 5.28 2.70
C 5.15 -3.83 -1.18
N 3.85 -3.15 -1.03
C 3.71 -2.24 -0.05
C 2.52 -1.56 0.12
C 1.46 -1.82 -0.75
C 1.63 -2.77 -1.75
C 2.84 -3.42 -1.87
C 0.18 -1.07 -0.60
C -0.34 -0.35 -1.66
C -1.52 0.35 -1.48
N -2.15 0.32 -0.31
C -1.66 -0.38 0.73
C -0.49 -1.09 0.61
C -3.38 1.11 -0.08
H 5.40 -4.33 -0.25
H 5.91 -3.10 -1.43
H 5.08 -4.56 -1.98
H 4.57 -2.08 0.58
H 2.44 -0.83 0.91
H 0.83 -3.01 -2.44
H 3.02 -4.17 -2.62
H 0.16 -0.29 -2.62
H -1.97 0.96 -2.25
H -2.24 -0.32 1.65
H -0.12 -1.63 1.47
H -3.19 1.79 0.74
H -4.22 0.45 0.17
H -3.61 1.71 -0.96
```

Total charge = +1
Orbital gap = 0.108 hartree
F_max = 0.8 eV/A
E = -1435.43399 Eh
Molar mass = 294.55 g mol⁻¹

Molecular formula: C15H16N2O
Method: DFT, wB97M-V/def2-TZVPD

The geometry in XYZ format:
```
34
Properties=species:S:1:pos:R:3
C 1.96 2.52 0.13
C 1.34 1.33 -0.60
N 0.08 0.94 0.02
C 0.01 0.43 1.28
O 0.97 0.28 2.01
N -1.26 0.12 1.72
C -2.45 -0.06 1.02
C -3.66 0.19 1.67
C -4.86 0.02 1.01
C -4.88 -0.41 -0.31
C -3.68 -0.69 -0.95
C -2.48 -0.53 -0.30
C 2.23 0.11 -0.69
C 3.36 -0.08 0.09
C 4.10 -1.24 -0.01
C 3.73 -2.23 -0.90
C 2.60 -2.06 -1.69
C 1.86 -0.89 -1.58
H 2.11 2.28 1.17
H 2.91 2.79 -0.33
H 1.29 3.38 0.06
H 1.08 1.64 -1.63
H -0.78 1.25 -0.41
H -1.30 -0.03 2.72
H -3.64 0.53 2.70
H -5.78 0.22 1.53
H -5.82 -0.55 -0.82
H -3.69 -1.06 -1.97
H -1.56 -0.79 -0.79
H 3.65 0.68 0.81
H 4.97 -1.37 0.61
H 4.31 -3.14 -0.98
H 2.30 -2.82 -2.39
H 0.98 -0.76 -2.20
```

Orbital gap = 0.339 hartree
F_max = 0.6 eV/A
SMILES string = C[C@H](NC(=O)Nc1ccccc1)c1ccccc1
E = -765.98006 Eh
Molar mass = 240.31 g mol⁻¹
Relative energy (zero: lowest compared OMol25 entry of this formula, charge and spin) = 0.000 eV

Molecular formula: C29H29Cl5I2MnN8O2P
Method: DFT, wB97M-V/def2-TZVPD

The geometry in XYZ format:
```
77
Properties=species:S:1:pos:R:3
Mn 0.52 -0.39 -0.99
I -6.30 0.90 -3.21
C -4.15 0.21 -3.01
C -4.15 -1.17 -2.56
C -3.26 -1.59 -1.58
I -3.20 -3.64 -1.11
C -2.25 -0.80 -1.02
O -1.21 -1.22 -0.37
C -2.18 0.65 -1.42
C -1.83 1.55 -0.21
N -0.39 1.66 -0.04
C 0.06 2.07 1.28
C 1.56 1.89 1.32
C 2.42 2.90 1.75
C 3.78 2.67 1.71
C 4.24 1.45 1.24
C 3.31 0.51 0.84
N 1.99 0.72 0.87
C -3.39 1.22 -2.16
H -4.76 -1.90 -3.08
H -2.25 1.11 0.70
H -2.29 2.53 -0.35
H -0.04 2.32 -0.73
H -0.40 1.40 2.01
H -0.21 3.10 1.53
H 2.01 3.84 2.09
H 4.48 3.44 2.01
H 5.30 1.24 1.16
H 3.61 -0.46 0.46
H -4.01 1.86 -1.53
Cl -0.12 -1.78 -3.40
C -1.20 -0.43 -3.48
C -0.97 0.66 -2.45
C -1.27 1.90 -3.22
Cl -0.42 3.37 -2.96
C -2.76 1.90 -3.42
Cl -3.48 3.45 -3.88
C -3.27 0.65 -4.25
Cl -4.02 1.01 -5.81
C -2.16 -0.38 -4.39
Cl -2.38 -1.63 -5.57
C 2.84 -5.65 0.57
N 2.40 -4.37 0.05
C 1.83 -4.43 -1.29
P 1.98 -3.12 1.07
O 1.46 -1.99 0.27
N 3.37 -2.87 1.95
C 4.68 -2.92 1.32
C 3.29 -1.88 3.02
N 0.93 -3.55 2.29
C 1.30 -4.53 3.30
C -0.50 -3.53 2.01
H 3.58 -6.09 -0.10
H 2.01 -6.37 0.66
H 3.30 -5.52 1.55
H 2.59 -4.75 -2.01
H 1.46 -3.45 -1.57
H 0.99 -5.14 -1.34
H 4.63 -3.52 0.41
H 5.41 -3.37 2.01
H 5.05 -1.92 1.05
H 2.26 -1.78 3.35
H 3.64 -0.89 2.69
H 3.91 -2.20 3.87
H 2.38 -4.50 3.48
H 1.01 -5.55 3.02
H 0.79 -4.28 4.24
H -0.73 -2.79 1.26
H -1.04 -3.28 2.93
H -0.86 -4.51 1.66
N 2.01 0.19 -1.88
C 2.96 0.57 -2.44
C 4.10 1.01 -3.06
C 4.22 1.00 -4.47
N 4.34 0.99 -5.62
C 5.19 1.46 -2.28
N 6.08 1.81 -1.64
```

<S²> = 8.80
Total charge = -1
Orbital gap (spin up / spin down) = 0.204 / 0.237 hartree
F_max = 2.4 eV/A
Spin multiplicity = 6
E = -6099.73192 Eh
Molar mass = 1038.59 g mol⁻¹
Relative energy (zero: lowest compared OMol25 entry of this formula, charge and spin) = 5.823 eV

Molecular formula: C26H23FN2O4S
Method: DFT, wB97M-V/def2-TZVPD

The geometry in XYZ format:
```
57
Properties=species:S:1:pos:R:3
C 5.36 2.80 0.18
C 4.16 2.14 -0.46
O 3.04 2.30 0.43
C 1.96 1.61 0.13
O 1.78 1.00 -0.89
C 0.89 1.76 1.21
N -0.05 0.69 1.10
C 0.21 -0.61 1.39
S 1.79 -1.24 1.90
O 1.74 -1.60 3.29
O 2.80 -0.28 1.52
C 1.95 -2.75 0.88
C 2.11 -2.28 -0.52
C 3.36 -1.90 -0.99
C 3.50 -1.36 -2.26
C 2.40 -1.19 -3.08
C 1.16 -1.58 -2.60
F 0.08 -1.42 -3.38
C 0.99 -2.12 -1.34
N -0.82 -1.38 1.17
C -1.81 -0.57 0.69
C -3.10 -1.13 0.30
C -3.91 -0.51 -0.65
C -5.13 -1.07 -0.99
C -5.55 -2.25 -0.40
C -4.74 -2.88 0.53
C -3.52 -2.32 0.88
C -1.34 0.73 0.63
C -1.99 1.97 0.21
C -1.41 2.76 -0.78
C -2.02 3.93 -1.19
C -3.21 4.33 -0.60
C -3.80 3.54 0.38
C -3.19 2.37 0.79
H 6.23 2.69 -0.47
H 5.18 3.86 0.33
H 5.57 2.34 1.14
H 3.91 2.59 -1.42
H 4.32 1.07 -0.60
H 0.36 2.72 1.08
H 1.37 1.75 2.19
H 1.03 -3.30 1.05
H 2.81 -3.29 1.26
H 4.22 -2.01 -0.35
H 4.48 -1.06 -2.61
H 2.48 -0.77 -4.06
H 0.01 -2.40 -1.00
H -3.58 0.40 -1.13
H -5.75 -0.58 -1.73
H -6.50 -2.68 -0.67
H -5.06 -3.80 0.99
H -2.88 -2.80 1.61
H -0.49 2.43 -1.26
H -1.57 4.53 -1.96
H -3.69 5.24 -0.92
H -4.73 3.85 0.83
H -3.64 1.75 1.55
```

Orbital gap = 0.324 hartree
F_max = 1.0 eV/A
SMILES string = CCOC(=O)Cn1c(S(=O)(=O)Cc2cccc(F)c2)nc(-c2ccccc2)c1-c1ccccc1
E = -1913.12407 Eh
Molar mass = 478.55 g mol⁻¹
Relative energy (zero: lowest compared OMol25 entry of this formula, charge and spin) = 0.000 eV

Molecular formula: C5H13NO
Method: DFT, wB97M-V/def2-TZVPD

The geometry in XYZ format:
```
20
Properties=species:S:1:pos:R:3
C 1.23 0.28 2.12
C -0.04 0.07 1.29
C -1.12 1.03 1.71
N -2.23 0.68 2.49
O -1.07 2.23 1.47
H 1.54 1.32 2.26
H 1.99 -0.39 1.76
H 1.15 0.18 3.19
H 0.08 0.37 0.26
H -0.28 -0.96 1.53
H -3.06 1.24 2.34
H -2.51 -0.30 2.44
C 0.17 -1.37 -2.72
C 0.90 -0.07 -3.02
H -0.89 -1.22 -2.51
H 0.29 -2.17 -3.45
H 0.54 -1.79 -1.77
H 1.89 0.02 -2.55
H 0.38 0.84 -2.77
H 1.04 -0.01 -4.09
```

Orbital gap = 0.388 hartree
F_max = 2.9 eV/A
SMILES string = CCC(N)=O.CC
E = -328.28783 Eh
Molar mass = 103.16 g mol⁻¹
Relative energy (zero: lowest compared OMol25 entry of this formula, charge and spin) = 0.844 eV

Molecular formula: C4H9N2
Method: DFT, wB97M-V/def2-TZVPD

The geometry in XYZ format:
```
15
Properties=species:S:1:pos:R:3
C -0.66 -1.47 -0.05
C 0.01 -0.21 -0.38
N -0.21 0.59 -1.58
C -0.27 1.23 -0.20
C 1.04 0.76 0.23
N 1.02 0.90 1.65
H -0.45 -1.60 0.99
H -0.49 -2.29 -0.76
H -1.67 -1.27 -0.12
H -1.10 0.27 -1.89
H 0.41 0.69 -2.35
H -0.96 1.78 0.36
H 1.87 0.91 -0.37
H 0.24 0.49 2.14
H 1.84 0.49 2.09
```

Total charge = +1
Orbital gap = 0.393 hartree
F_max = 3.2 eV/A
SMILES string = C[C@@]12[NH2+][C@@H]1[C@H]2N
E = -266.95489 Eh
Molar mass = 85.13 g mol⁻¹
Relative energy (zero: lowest compared OMol25 entry of this formula, charge and spin) = 3.929 eV

- Which of these has the highest molar mass?
  C20H10Cl2F6InN5O6S2Te4

- Which formula does entry 2 have?
  C2F6O6S2Sn

- What is the E in the second record?
  -2137.32078 Eh